Computed, not measured: a structure of composition C32H47IrN2O2P2, with the ωB97M-V functional and the def2-TZVPD basis.

Structure (XYZ):
```
86
Properties=species:S:1:pos:R:3:forces:R:3:lowdin_spin:R:1
Ir -0.0515 -0.8511 -0.1017 2.365 1.476 -0.531 0.67
P -0.1615 -0.2793 2.3169 -0.297 0.404 1.327 0.05
P 0.6945 -0.9157 -2.3444 0.179 1.094 -2.239 0.02
O -0.1232 -3.9692 -0.2481 -0.560 4.449 0.163 0.34
O -2.7234 -2.2701 0.3205 3.548 1.449 -0.699 0.27
N 1.6511 0.5926 -0.2678 -2.034 0.775 0.511 0.10
N -0.9562 0.9275 -0.3420 1.100 -0.086 1.657 1.12
C 2.0423 1.2265 -1.4237 0.741 0.865 0.567 0.02
C -0.3401 -2.7707 -0.1631 1.355 -5.983 -0.362 0.30
C -2.8392 0.2225 2.7118 -0.660 -0.021 0.106 0.00
C 1.7490 -2.5251 2.4773 0.047 0.245 -0.340 0.02
C -0.1830 -0.7356 -4.9533 -0.015 0.031 -0.423 0.00
C 0.6588 -1.8392 3.3204 0.049 0.383 -0.208 0.02
C 1.7998 -3.3247 -3.2989 0.044 -0.209 -0.050 0.00
C -3.7357 3.6854 -0.5378 -0.045 0.110 -0.052 0.01
C 2.9373 2.3118 -1.3687 -1.152 -1.040 -0.576 0.01
C 1.2669 -1.3340 4.6387 -0.021 0.117 0.339 0.00
C -1.3415 -2.4407 -3.5188 0.158 -0.025 -0.101 0.00
C -3.4083 5.0233 -0.3643 -1.336 -0.200 -0.586 0.25
C 3.0301 -1.2321 -3.8824 0.061 0.203 -0.282 0.00
C 3.1092 -2.0899 -1.5622 0.031 0.037 0.204 0.01
C -0.7236 1.8227 0.6576 -0.017 1.406 0.846 0.46
C 2.2073 -1.9330 -2.7959 0.085 -0.471 0.184 0.00
C 2.7801 2.2247 1.0402 -1.037 -0.513 -0.912 0.02
C -1.5628 0.5884 3.4718 -0.561 0.256 -0.183 0.01
C -0.5012 -2.8700 3.4945 -0.264 0.491 -0.212 0.00
C -1.2687 4.3613 0.6201 1.039 0.959 0.649 0.06
C -1.5721 0.1251 4.9377 0.104 -0.309 0.201 0.00
C -2.8389 2.6971 -0.1206 -1.837 0.951 -1.212 0.31
C 1.7202 1.3041 0.8822 2.334 1.459 0.266 0.02
C 1.3058 0.8555 -2.6563 -0.188 -1.349 0.649 0.01
C -1.5742 -1.9467 0.1122 -6.103 -1.913 0.953 0.20
C 3.3641 2.7317 -0.1191 1.351 0.227 0.361 0.02
C 0.5857 1.3746 1.8278 -1.545 -0.357 -1.855 0.08
C -0.7119 -1.0435 -3.5550 -0.062 -0.292 0.344 0.01
C -1.5979 3.0358 0.4809 2.058 -1.569 0.374 0.22
C -1.4516 2.1462 3.6219 0.400 -0.099 -0.527 0.02
C -2.1570 5.3720 0.2017 1.427 -0.662 0.728 0.28
C -1.8176 -0.0435 -3.1769 0.073 0.035 0.069 0.01
H -2.3513 2.5456 4.1345 0.455 -0.500 -0.258 0.00
H 2.6085 -1.8612 2.2558 -0.358 -0.390 0.227 0.00
H -2.0810 -2.4648 -4.3241 -0.040 -0.187 0.178 0.00
H 0.4805 -1.5215 -5.3374 -0.212 0.251 0.106 0.00
H 1.7230 -2.2038 5.1490 -0.094 0.386 -0.245 0.00
H -1.3631 2.6649 2.6574 -0.317 -0.149 0.666 0.01
H -4.0823 5.8307 -0.6842 0.284 -0.510 0.120 0.01
H 2.6528 -2.7290 -0.7916 0.119 0.126 -0.158 0.00
H -2.6332 -0.1747 -3.9027 0.194 0.126 0.231 0.00
H 2.7179 -3.9127 -3.4372 -0.212 0.131 0.087 0.00
H -1.3803 -2.4857 4.0548 0.709 -0.377 -0.353 0.00
H -2.9517 -0.8698 2.5882 -0.035 0.434 0.143 0.00
H -4.6618 3.3983 -1.0376 0.224 0.127 0.247 0.00
H 0.4288 1.4954 -2.7382 -0.140 0.046 0.220 0.00
H -3.0637 1.6719 -0.3506 -0.113 -0.300 0.075 0.02
H 2.4485 -0.9898 -4.7768 0.168 -0.049 0.152 0.00
H -1.8663 6.4164 0.2725 -0.021 -0.128 0.024 0.01
H 3.1838 2.7957 -2.3259 0.150 -0.156 0.741 0.00
H 1.3026 -3.2845 -4.2749 0.124 -0.033 0.258 0.00
H 2.0939 -3.4105 3.0483 -0.015 0.520 -0.274 0.00
H 1.1672 -3.8621 -2.5812 0.148 0.054 -0.185 0.00
H -0.6196 -3.2393 -3.6888 -0.278 0.101 -0.040 0.00
H -0.6540 0.4732 5.4401 -0.519 -0.222 -0.131 0.00
H -2.8372 0.6720 1.7026 -0.051 -0.198 0.419 0.00
H 4.1740 3.4761 -0.0562 -0.589 -0.263 0.076 0.00
H -0.8602 -3.2324 2.5073 0.187 0.151 0.537 0.00
H 0.3257 0.2363 -5.0174 -0.168 -0.273 -0.052 0.00
H 3.3589 -1.1165 -1.1215 0.091 -0.276 -0.042 0.00
H -1.4823 0.9989 -3.2045 -0.149 -0.146 -0.112 0.00
H -2.4039 0.6349 5.4636 0.258 -0.312 -0.448 0.00
H -1.8546 -2.6255 -2.5715 -0.090 -0.036 -0.060 0.00
H -3.7269 0.6040 3.2555 0.393 -0.228 -0.270 0.00
H 4.0506 -2.5628 -1.8904 -0.372 0.135 0.199 0.00
H 3.5132 -0.3203 -3.5155 0.000 -0.193 -0.051 0.00
H 2.9913 2.5801 2.0304 0.139 0.418 0.133 0.00
H 1.3499 -2.9160 1.5223 0.265 0.173 0.488 0.01
H 1.8665 0.9841 -3.5797 0.069 -0.262 0.159 0.00
H 2.0615 -0.5751 4.4691 -0.412 -0.523 0.054 0.00
H -1.0572 -0.6933 -5.6156 0.231 0.010 0.010 0.00
H -0.2552 4.5882 1.0054 -0.864 0.187 -0.245 0.00
H -0.0885 -3.7537 4.0224 -0.200 0.520 -0.184 0.00
H 0.6387 2.1329 2.6419 0.294 -0.655 -0.942 0.00
H -1.6980 -0.9591 5.0731 0.043 0.555 0.067 0.00
H -2.2106 -0.2502 -2.1732 -0.063 0.016 -0.277 0.00
H 0.5244 -0.9115 5.3381 0.577 -0.423 -0.510 0.00
H -0.5695 2.4311 4.2212 -0.432 -0.125 -0.031 0.00
H 3.8290 -1.9200 -4.1899 -0.194 0.125 0.099 0.00
```
Forces are in eV/Å.

Values from the calculation:
HOMO-LUMO gap (alpha / beta)   5.4 / 5.1 eV
DFT total energy   -62403.1169 eV
LUMO (alpha / beta)   -9.70 / -12.65 eV
Charge   +3
2S+1   6



Computed, not measured: an isolated molecule of C20H24N2, with the ωB97M-V functional and the def2-TZVPD basis.

Structure (XYZ):
```
46
Properties=species:S:1:pos:R:3:forces:R:3:mulliken_charge:R:1
N -2.5728 1.2266 -0.0228 -0.228 -0.200 0.229 -0.11
N -5.3651 0.7867 0.1910 -0.293 -0.619 -0.132 -0.78
C 1.1007 1.5599 -0.0956 -0.098 0.061 -0.008 -0.28
C -3.9522 -2.5578 -0.5225 -0.022 -0.164 0.155 -0.93
C -4.8104 2.1114 0.3320 0.333 0.343 0.025 -0.84
C -2.1715 -0.9971 0.1070 -0.684 0.284 -0.035 0.13
C 0.4069 -0.7373 0.0943 -0.013 0.153 -0.008 -0.52
C -3.4213 2.3555 -0.2984 -0.345 0.263 -0.206 -0.51
C 3.5687 0.0701 -1.2922 0.153 -0.022 0.063 -0.96
C -0.1980 2.0130 -0.1223 0.007 0.178 -0.036 -1.78
C 5.5896 -0.6741 -0.0039 0.117 0.169 -0.026 -0.63
C -0.9248 -0.3185 0.0664 -0.036 0.495 -0.051 0.61
C 3.6312 0.4003 1.1971 -0.001 -0.282 0.070 -1.00
C -3.1347 -0.0200 0.0470 0.824 -0.256 0.077 1.03
C -2.5805 -2.4294 0.1568 -0.029 -0.012 -0.077 -0.58
C -1.2190 1.0735 -0.0384 0.392 -0.444 0.047 -0.81
C 2.8609 -0.2439 0.0402 -0.056 0.276 0.033 0.52
C -4.5554 -0.1932 0.0898 -0.443 0.281 0.018 0.45
C -5.0038 -1.6270 0.0927 0.009 -0.155 -0.106 -0.62
C 5.0073 -0.2565 1.3531 -0.001 0.023 -0.025 -0.70
C 1.4188 0.1954 0.0129 0.044 -0.391 0.024 0.69
C 5.0795 0.2469 -1.1065 0.049 -0.221 -0.091 -0.75
H -4.7604 2.3166 1.4092 0.004 0.078 -0.081 0.34
H 2.8779 -1.3269 0.2003 -0.028 0.012 0.001 0.49
H 4.9265 -1.1353 1.9959 0.014 0.027 0.071 0.28
H 5.3095 1.2799 -0.8388 0.040 0.072 -0.036 0.33
H -1.8475 -3.0614 -0.3486 -0.003 -0.038 0.044 0.37
H 0.6351 -1.7903 0.1795 0.093 -0.118 0.010 0.43
H 3.7473 1.4672 1.0037 -0.043 0.097 0.015 0.27
H -5.5289 2.8117 -0.1022 0.168 0.062 0.097 0.42
H -4.3033 -3.5891 -0.4515 -0.012 0.008 -0.062 0.37
H -0.4170 3.0675 -0.2060 0.010 0.107 -0.009 0.38
H -5.1765 -1.9122 1.1355 -0.035 -0.017 0.017 0.25
H 5.5921 0.0312 -2.0459 0.032 0.106 -0.002 0.43
H -3.8397 -2.3132 -1.5817 0.009 -0.055 -0.021 0.33
H -2.9822 3.2692 0.1096 -0.044 -0.072 -0.049 0.35
H -5.9557 -1.7163 -0.4315 -0.016 0.057 0.063 0.37
H 5.2957 -1.6988 -0.2399 0.041 -0.075 -0.017 0.30
H 3.0617 0.2961 2.1229 -0.016 0.099 -0.011 0.38
H 5.6822 0.4461 1.8462 0.040 -0.047 0.048 0.36
H -3.5268 2.4762 -1.3864 0.042 0.052 0.125 0.26
H -2.6493 -2.7663 1.1972 0.039 -0.103 -0.028 0.28
H 3.1480 0.9772 -1.7298 -0.061 -0.024 -0.027 0.34
H 3.3745 -0.7452 -1.9922 -0.040 0.023 -0.061 0.29
H 6.6800 -0.6483 0.0363 -0.004 -0.108 -0.011 0.39
H 1.9028 2.2800 -0.1596 0.090 0.096 -0.014 0.34
```
Forces are in eV/Å.

Values from the calculation:
HOMO-LUMO gap   8.4 eV
DFT total energy   -24110.6413 eV
LUMO   0.62 eV
2S+1   1
SMILES string   c1cc2c(cc1C1CCCCC1)c1c3n2CCN=C3CCC1
Energy above the lowest of the compared OMol25 structures with the same formula, charge and spin   0.0 kJ/mol



Computed, not measured: a structure of composition C24H31BiF9N2O5, with the ωB97M-V functional and the def2-TZVPD basis.

Structure (XYZ):
```
72
Properties=species:S:1:pos:R:3:forces:R:3:mulliken_charge:R:1
Bi 0.5610 -0.5263 0.2684 -0.155 0.259 0.586 1.76
F 1.2263 3.8187 1.2468 -0.105 -0.019 0.139 -0.25
F -0.5734 3.6598 4.9638 0.023 -0.137 -0.145 -0.29
F 2.0879 3.3894 4.9950 -0.043 -0.122 -0.147 -0.28
F -0.2651 1.5269 5.1828 0.006 0.092 -0.096 -0.29
F 2.3464 1.3234 4.4237 -0.028 0.154 -0.089 -0.27
F 0.9930 4.9346 3.0849 -0.061 -0.175 -0.075 -0.31
F 3.0409 2.8949 3.1132 -0.149 -0.016 0.081 -0.28
F -1.6782 2.2730 3.7290 0.164 -0.065 0.057 -0.25
F -0.7447 4.1450 2.0670 0.143 -0.110 0.024 -0.29
O -0.0717 -2.7817 0.7780 0.172 0.139 -0.168 -0.83
O -2.8079 -0.8320 2.7042 0.168 0.201 -0.144 -0.37
O 0.5865 1.4479 2.3816 -0.083 -0.440 -0.386 -0.12
O 0.6648 1.1758 -1.2083 -0.121 -0.139 0.086 -0.67
O -3.5524 -0.5531 -0.4204 0.158 0.036 -0.046 -0.28
N -0.1480 -0.3360 -2.7504 -0.347 0.189 -0.454 -0.65
N 0.0627 -1.3182 -1.7992 0.072 -0.286 0.141 0.87
C -0.6885 2.9684 -5.3801 -0.012 0.031 -0.039 -0.65
C -1.6463 -1.2134 3.4174 -0.135 0.026 0.058 0.17
C -3.3576 -1.6001 -1.3422 -0.007 0.079 -0.036 -0.54
C 0.6569 2.4844 3.1628 0.130 0.710 0.608 0.45
C 2.6394 -1.3758 -0.1310 0.234 0.216 0.070 -1.68
C 3.6971 0.0313 1.6752 0.026 -0.099 -0.203 -1.20
C 3.8238 -0.4840 0.2414 -0.070 0.099 0.074 0.81
C -0.0154 -2.5581 -2.2181 -0.084 0.370 -0.244 0.97
C 0.1173 0.8676 -2.3371 0.147 -0.351 0.000 0.19
C -3.2615 -1.7433 1.7301 -0.097 0.050 0.084 0.83
C -0.1949 -2.7777 -3.6972 -0.046 -0.042 0.066 -1.50
C 0.0866 -3.7683 -0.0130 -0.128 -0.073 0.002 0.65
C -1.4520 4.0979 -3.4026 -0.025 0.037 0.013 -0.58
C -0.4740 2.5004 4.2689 -0.178 -0.056 -0.012 0.38
C -0.1991 1.9309 -4.6023 -0.001 -0.083 0.015 -0.14
C -1.3212 4.0505 -4.7833 0.037 0.015 -0.013 -0.39
C -4.1734 -0.9755 0.7725 -0.003 -0.139 0.113 -0.77
C 0.2355 -5.1225 0.6486 0.044 0.078 0.041 -1.69
C -0.3274 1.9785 -3.2195 -0.010 0.174 0.077 0.24
C 3.9520 0.6895 -0.7301 0.071 -0.132 0.096 -1.44
C -0.9444 3.0734 -2.6197 0.058 -0.041 -0.024 -0.56
C 2.0353 2.5398 3.9423 0.200 -0.168 0.074 0.44
C 0.0743 -3.7050 -1.3956 0.149 -0.225 0.086 -1.27
C 0.5331 3.8615 2.3931 0.093 0.106 -0.285 0.51
H -2.6733 -2.3656 -0.9628 0.025 -0.045 0.009 0.13
H 4.7649 1.3541 -0.4298 0.008 0.009 -0.008 0.46
H -1.0315 3.0958 -1.5411 0.016 0.034 0.002 0.48
H -1.2600 -0.3119 3.8842 0.001 -0.050 0.038 -0.25
H -3.8248 -2.5619 2.2060 0.045 -0.002 0.019 0.32
H -0.7462 -5.5690 0.8193 -0.021 0.027 0.000 0.33
H 2.6579 -2.3014 0.4515 -0.078 0.001 0.025 0.51
H -2.9213 -1.1563 -2.2359 0.022 -0.034 -0.018 0.09
H 0.6251 -2.3111 -4.2433 -0.034 0.021 -0.034 0.30
H 2.6694 -1.6418 -1.1894 -0.089 -0.017 -0.013 0.54
H -1.7011 4.8606 -5.3935 -0.029 -0.014 -0.001 0.37
H -0.5836 2.9335 -6.4577 0.023 -0.012 0.001 0.37
H 0.2830 1.0759 -5.0581 -0.020 -0.018 0.009 0.43
H 0.1185 -4.6504 -1.9188 0.069 0.009 -0.009 0.27
H -1.8934 -1.9534 4.1908 0.062 -0.049 -0.038 0.34
H 2.8210 0.6811 1.7665 0.052 0.005 0.093 -0.16
H 4.5761 0.6119 1.9606 -0.020 0.030 0.037 0.52
H 3.5839 -0.7888 2.3881 -0.019 -0.007 0.015 0.34
H -0.2365 -3.8396 -3.9287 0.004 -0.013 0.028 0.46
H -1.9576 4.9328 -2.9340 0.034 0.015 0.010 0.39
H -1.1115 -2.2884 -4.0273 0.027 0.003 -0.050 0.30
H 4.1571 0.3361 -1.7436 -0.059 0.030 -0.030 0.41
H 3.0272 1.2676 -0.7473 0.018 0.071 -0.045 0.09
H -2.4169 -2.1867 1.1928 0.011 -0.008 -0.019 -0.63
H -4.3149 -2.0777 -1.5963 0.021 0.004 -0.009 0.45
H -4.4829 -0.0657 1.2865 -0.090 -0.044 0.024 0.36
H 4.7374 -1.0911 0.1680 -0.009 0.019 0.009 0.41
H 0.8304 -5.8062 0.0448 -0.041 -0.024 -0.030 0.44
H -0.8682 -1.6208 2.7649 -0.153 -0.063 -0.010 -0.13
H 0.7119 -4.9805 1.6176 -0.001 -0.032 0.005 0.36
H -5.0634 -1.5734 0.5257 0.019 0.008 0.006 0.29
```
Forces are in eV/Å.

Values from the calculation:
HOMO-LUMO gap   7.6 eV
DFT total energy   -68908.1001 eV
LUMO   2.58 eV
Charge   -1
2S+1   1
Energy above the lowest of the compared OMol25 structures with the same formula, charge and spin   45.5 kJ/mol



Computed, not measured: a structure of composition C27H29N2O6S4V, with the ωB97M-V functional and the def2-TZVPD basis.

Structure (XYZ):
```
69
Properties=species:S:1:pos:R:3:forces:R:3:lowdin_spin:R:1
V 0.8382 0.7132 0.7738 0.344 -0.499 -0.290 2.76
S -0.2597 1.8232 3.0925 1.342 0.197 -0.574 0.01
S -2.5535 -0.6742 1.5788 1.241 -0.206 1.231 0.01
S 1.1799 -1.0678 2.5472 0.340 -0.340 0.315 0.02
S -0.2547 3.2981 -0.8143 -1.211 0.886 -0.113 0.01
O -0.4012 -0.7831 -0.4308 0.658 0.176 -0.452 0.02
O -0.7629 3.7572 0.4868 0.520 -0.402 -0.738 0.00
O 2.5167 1.7019 1.5093 -1.018 -0.487 0.495 0.04
O 0.1829 4.3627 -1.7313 -0.252 -1.619 1.140 0.00
O 0.6674 2.1380 -0.7043 0.303 0.736 -0.161 0.04
O 2.0020 -3.7032 -2.3134 0.573 0.781 0.289 0.00
N 2.2117 -0.4022 -0.4482 -2.168 0.432 0.475 0.00
N 1.6834 -1.4063 -1.2309 0.428 0.255 -0.146 0.00
C 4.2667 0.6289 0.2743 0.464 0.937 1.079 0.01
C -2.9958 2.6219 -1.1267 0.794 0.036 -0.374 0.00
C 4.6715 2.4618 1.7964 1.126 0.935 0.602 0.00
C 0.4228 0.8348 4.4610 -1.008 -0.704 0.478 0.00
C 3.4595 -0.2954 -0.4395 1.778 -0.922 -0.459 0.03
C -1.4922 -2.1154 2.0435 0.328 0.109 0.556 0.00
C 5.6448 0.6209 0.0034 -0.223 -1.455 -1.750 0.00
C -1.4960 -2.6295 -2.4106 1.404 0.154 0.083 0.00
C 1.5672 -0.0641 4.0414 -0.080 -0.054 -1.160 0.01
C -1.1664 -4.5837 -3.7428 0.951 -1.525 -0.629 0.00
C -1.6687 2.4905 -1.5956 -0.965 -0.142 0.568 0.00
C -4.0648 2.0731 -1.8355 -0.795 0.214 0.264 0.00
C -4.9614 0.9102 -3.9925 -0.926 0.594 0.631 0.00
C 5.9972 2.4754 1.4319 0.602 -0.172 0.415 0.01
C 0.3740 -1.4710 -1.1799 -0.251 -0.594 0.648 0.01
C 6.5258 1.5051 0.5272 0.766 1.611 0.688 0.00
C -2.5945 0.2117 3.2028 -0.653 -0.229 -0.727 0.00
C -2.0013 1.5989 3.1714 -0.811 0.432 2.209 0.01
C -1.9752 -3.6056 -3.2694 -1.806 1.212 0.780 0.00
C 0.1704 -4.5839 -3.3825 -0.569 -0.261 -0.278 0.00
C -0.3070 -1.9465 3.0650 -1.217 0.046 -0.675 0.00
C 3.7598 1.5744 1.2298 -0.581 -0.454 -1.103 0.01
C -3.8726 1.3722 -3.0283 0.476 0.409 -0.515 0.00
C -1.4582 1.6373 -2.6593 0.109 0.040 -0.955 0.00
C -0.1402 -2.5949 -2.0217 -0.986 -0.166 -0.764 0.00
C 0.6996 -3.6169 -2.5599 -0.535 0.554 0.386 0.00
C -2.5434 1.1711 -3.4071 0.426 -0.808 -0.262 0.00
H -2.2008 -0.3671 4.0447 -0.263 -0.055 -0.363 0.00
H -5.1018 1.6037 -4.8583 0.224 -0.341 0.743 0.00
H -3.1661 3.1465 -0.1956 -0.018 0.182 -0.097 0.00
H 0.7299 1.4983 5.2821 -0.076 -0.168 -0.264 0.00
H -2.1094 -2.8701 2.5394 -0.241 0.128 -0.143 0.00
H 6.6022 3.2455 1.9543 -0.031 -0.661 -0.717 0.00
H -0.1211 -2.9603 3.4240 0.527 0.061 -0.133 0.00
H 2.1950 -2.7864 -1.9194 0.338 -0.323 0.187 0.00
H -2.3248 0.5666 -4.3112 -0.189 0.403 0.625 0.00
H -2.1427 -1.8221 -2.1083 -0.088 0.098 0.301 0.00
H -0.3602 0.1225 4.8745 0.664 1.238 -0.345 0.00
H 2.4746 0.4275 3.6958 -0.108 0.451 0.118 0.00
H 1.8223 -0.6818 4.8761 0.239 -0.663 0.439 0.00
H -1.4983 -5.4079 -4.3905 -0.149 0.562 0.257 0.00
H -5.9648 0.8102 -3.4877 0.998 0.079 -0.442 0.00
H 4.3378 3.2162 2.5226 -0.156 -0.453 -0.427 0.00
H -1.1727 -2.5468 1.0984 0.186 0.125 -0.062 0.00
H 7.5697 1.5383 0.1752 -0.603 -0.051 0.413 0.00
H -0.4397 1.3691 -2.9639 -0.407 0.254 0.101 0.00
H -3.0442 -3.5294 -3.4586 0.171 -0.368 -0.396 0.00
H 4.0376 -1.0318 -1.0091 -0.164 0.083 -0.211 0.00
H 0.8476 -5.3285 -3.7480 0.232 -0.329 -0.175 0.00
H 5.9983 -0.1055 -0.7892 -0.366 0.773 1.028 0.00
H -2.3477 2.1553 2.3346 -0.337 0.480 -0.886 0.00
H -4.6850 -0.0501 -4.4064 -0.030 -0.298 -0.094 0.00
H -0.6784 -1.4016 3.9216 -0.122 -0.099 0.143 0.00
H -3.6615 0.3441 3.3502 -0.181 0.018 0.437 0.00
H -5.0906 2.2487 -1.4479 0.715 -0.222 -0.306 0.00
H -2.3769 2.1581 4.0884 0.321 -0.610 -0.937 0.00
```
Forces are in eV/Å.

Values from the calculation:
HOMO-LUMO gap (alpha / beta)   6.2 / 6.7 eV
DFT total energy   -112767.7564 eV
LUMO (alpha / beta)   2.00 / 2.00 eV
Charge   -1
2S+1   4
Energy above the lowest of the compared OMol25 structures with the same formula, charge and spin   0.0 kJ/mol



Q: Among the records above, which one has the highest 2S+1?
A: C32H47IrN2O2P2



Q: Among the records above, which one has the lowest DFT total energy?
A: C27H29N2O6S4V